1.
16
Properties=species:S:1:pos:R:3:nbo_charge:R:1 method="wB97M-V/def2-TZVPD" total_energy_ha=-648.649880
C -1.559 0.456 0.694 -0.444
C -1.596 1.511 -0.347 -0.450
C -0.439 -0.563 -1.561 -0.417
C 2.140 0.738 0.823 -0.575
C -1.073 0.164 -0.669 0.039
N 1.676 -1.741 0.971 -1.017
S 2.925 -0.664 0.548 0.669
H -0.879 0.549 1.414 0.226
H -2.425 -0.139 1.066 0.224
H -2.522 1.757 -0.766 0.212
H -0.947 2.292 -0.497 0.228
H -0.395 -0.242 -2.558 0.199
H -0.091 -1.599 -1.328 0.183
H 2.837 1.534 0.821 0.154
H 1.630 -2.612 0.434 0.372
H 0.717 -1.441 0.955 0.398



2.
16
Properties=species:S:1:pos:R:3:nbo_charge:R:1 method="wB97M-V/def2-TZVPD" total_energy_ha=-389.613625 charge=+1
Li -0.088 0.172 -0.033 0.892
O 0.921 1.119 -1.616 -0.967
H 0.421 1.704 -2.187 0.491
H 1.832 1.246 -1.882 0.497
O 1.721 -0.397 0.775 -0.970
H 2.253 -1.184 0.889 0.497
H 1.973 0.171 1.503 0.494
O -0.271 -1.550 -1.379 -0.953
H -0.817 -2.277 -1.080 0.487
H 0.571 -1.953 -1.591 0.487
O -1.411 1.690 0.220 -0.968
H -1.636 2.575 -0.071 0.504
H -2.160 1.414 0.748 0.487
O -0.983 -0.759 1.561 -0.969
H -0.541 -1.416 2.100 0.500
H -1.785 -0.554 2.043 0.490



3.
65
Properties=species:S:1:pos:R:3:nbo_charge:R:1 method="wB97M-V/def2-TZVPD" total_energy_ha=-3038.160098 charge=-1
Tl -0.122 -0.360 0.186 0.825
C 0.117 3.257 5.810 -0.624
C 0.435 3.379 4.343 -0.024
C -0.004 4.474 3.608 -0.215
C 0.332 4.608 2.266 -0.221
C 1.083 3.624 1.651 -0.247
C 1.519 2.517 2.364 -0.207
C 1.210 2.409 3.708 -0.215
S 1.406 3.679 -0.109 2.317
O 1.126 5.031 -0.548 -0.990
O 2.772 3.247 -0.279 -0.972
N 0.426 2.539 -0.655 -0.959
C -0.912 2.775 -0.698 0.390
C -1.483 4.078 -0.676 -0.327
C -2.844 4.236 -0.675 -0.161
C -3.667 3.117 -0.683 -0.326
C -3.053 1.886 -0.709 0.045
N -1.735 1.687 -0.727 -0.554
H -0.656 3.968 6.100 0.209
H 1.012 3.463 6.402 0.214
H -0.225 2.253 6.063 0.215
H -0.606 5.236 4.088 0.201
H 0.035 5.474 1.690 0.236
H 2.117 1.775 1.847 0.236
H 1.578 1.564 4.279 0.204
H -0.821 4.927 -0.678 0.257
H -3.276 5.230 -0.663 0.200
H -4.745 3.206 -0.667 0.203
H -3.648 0.978 -0.714 0.190
F 2.207 -7.314 -0.953 -0.313
C 1.726 -6.064 -1.124 0.177
C 1.356 -5.285 -0.044 0.315
F 1.499 -5.773 1.202 -0.320
C 0.850 -4.018 -0.230 0.176
F 0.529 -3.303 0.880 -0.332
C 0.653 -3.404 -1.502 0.285
O 0.149 -2.257 -1.684 -0.794
C 1.083 -4.250 -2.569 0.219
F 0.991 -3.782 -3.830 -0.314
C 1.593 -5.516 -2.391 0.271
F 1.977 -6.240 -3.457 -0.310
C -4.041 -3.342 -0.770 -0.434
C -4.308 -2.361 -1.931 -0.428
C -3.072 -1.458 -1.899 -0.083
O -2.752 -1.375 -0.517 -0.547
C -2.829 -2.714 -0.050 -0.075
H -3.800 -4.342 -1.128 0.208
H -4.900 -3.415 -0.103 0.201
H -5.200 -1.768 -1.727 0.197
H -4.436 -2.858 -2.892 0.209
H -3.250 -0.452 -2.274 0.196
H -2.236 -1.909 -2.447 0.202
H -2.919 -2.692 1.036 0.189
H -1.915 -3.253 -0.322 0.188
Cl 4.627 1.175 -3.719 0.012
C 4.157 0.213 -2.371 -0.071
C 5.100 -0.491 -1.652 -0.191
C 4.676 -1.210 -0.543 -0.248
C 3.333 -1.185 -0.218 0.031
N 2.429 -0.514 -0.926 -0.438
C 2.823 0.176 -1.982 0.056
H 6.140 -0.479 -1.949 0.223
H 5.378 -1.776 0.054 0.218
H 2.955 -1.724 0.646 0.201
H 2.059 0.705 -2.535 0.226



4.
15
Properties=species:S:1:pos:R:3:nbo_charge:R:1 method="wB97M-V/def2-TZVPD" total_energy_ha=-324.916738 smiles="CC(=O)O.CN"
C -0.748 -1.245 2.089 -0.413
N 0.072 -1.485 0.941 -0.873
H 0.529 -2.376 0.970 0.361
H 2.345 1.643 -2.377 0.501
H 0.589 -0.808 0.418 0.374
H -0.291 -1.152 3.074 0.173
H -1.602 -1.921 2.050 0.190
H -1.147 -0.210 2.064 0.191
C -0.562 0.941 -1.271 -0.766
C 0.841 1.398 -1.222 0.782
O 1.566 1.058 -2.324 -0.696
O 1.328 2.053 -0.340 -0.578
H -1.088 0.540 -0.412 0.255
H -0.445 0.064 -1.941 0.239
H -1.387 1.499 -1.719 0.261



5.
15
Properties=species:S:1:pos:R:3:nbo_charge:R:1 method="wB97M-V/def2-TZVPD" total_energy_ha=-304.770934 smiles=N#C[C@H](N)C1CC1
N -1.657 -0.597 1.351 -0.799
C -0.291 -0.556 0.866 -0.145
C 0.227 -1.781 0.206 0.258
N 0.719 -2.475 -0.578 -0.333
C -0.173 0.454 -0.284 -0.231
C 0.960 0.441 -1.257 -0.410
C 0.686 1.671 -0.394 -0.408
H -1.731 -1.159 2.192 0.368
H -2.267 -1.000 0.644 0.364
H 0.373 -0.322 1.707 0.233
H -1.135 0.611 -0.768 0.221
H 1.873 -0.088 -0.983 0.224
H 0.738 0.340 -2.318 0.224
H 0.204 2.597 -0.709 0.220
H 1.472 1.864 0.324 0.213



6.
2
Properties=species:S:1:pos:R:3:lowdin_charge:R:1 method="wB97M-V/def2-TZVPD" total_energy_ha=-0.961642
H -0.593 -0.830 -0.324 0.000
H 0.593 0.830 0.324 0.000



7.
39
Properties=species:S:1:pos:R:3:nbo_charge:R:1 method="wB97M-V/def2-TZVPD" total_energy_ha=-993.384961
H -0.687 1.101 0.354 0.428
H -0.400 0.389 -0.958 0.478
H 3.976 -0.034 -0.204 0.480
H 5.414 0.457 -0.203 0.457
H -1.335 -3.964 -1.482 0.480
H -1.319 -3.723 -2.982 0.476
H 0.400 2.868 1.837 0.487
H 0.009 1.454 2.236 0.444
H -0.112 5.597 1.870 0.465
H -1.405 5.330 2.622 0.476
H 2.124 -0.342 1.161 0.459
H 1.755 -1.436 0.172 0.483
H -3.389 0.029 -1.870 0.443
H -2.858 1.326 -2.459 0.460
H 0.509 -2.263 4.563 0.469
H 0.492 -2.081 3.054 0.475
H -2.567 -1.405 -1.528 0.419
H -1.403 -1.730 -2.450 0.502
H 0.540 -1.492 -3.580 0.465
H 0.475 -0.679 -2.298 0.465
H -3.742 1.570 1.781 0.463
H -3.004 1.971 0.514 0.477
H 2.529 -3.314 1.658 0.493
H 1.196 -3.444 0.939 0.466
H 1.638 1.956 -1.787 0.442
H 1.429 0.986 -0.636 0.451
O -0.690 1.236 -0.600 -0.889
O 4.886 -0.349 -0.238 -0.948
O -1.014 -3.347 -2.149 -0.935
O 0.357 2.277 2.598 -0.929
O -0.769 4.911 2.031 -0.940
O 2.514 -1.020 0.598 -0.926
O -2.893 0.376 -2.620 -0.908
O -0.052 -2.386 3.789 -0.946
O -1.747 -1.036 -1.876 -0.953
O -0.055 -0.943 -3.058 -0.911
O -3.627 2.306 1.169 -0.941
O 1.860 -2.795 1.197 -0.957
O 0.968 1.643 -1.168 -0.920



8.
37
Properties=species:S:1:pos:R:3:mulliken_spin:R:1 method="wB97M-V/def2-TZVPD" multiplicity=2 total_energy_ha=-3496.328630 charge=+2 s_squared=0.762
W -0.649 0.492 -2.656 -0.053
S -2.952 1.468 -3.289 0.583
Sb -1.400 2.833 -4.447 -0.036
S -1.010 0.513 -4.987 0.482
S 0.323 2.567 -2.620 -0.005
S 1.592 -0.073 -2.921 0.033
C 1.191 -1.758 -2.847 -0.003
S -0.516 -1.822 -2.498 -0.002
C 2.004 -2.814 -3.039 0.009
C 1.460 -4.138 -2.957 -0.001
N 0.945 -5.162 -2.887 0.005
C 3.396 -2.608 -3.300 -0.002
N 4.505 -2.373 -3.482 0.004
O -1.448 0.699 -0.900 -0.005
S -1.037 1.554 0.389 -0.004
C -1.960 0.732 1.634 -0.001
C -2.305 1.528 2.720 0.000
C -2.974 0.933 3.781 0.000
C -3.306 -0.411 3.723 0.000
C -2.979 -1.182 2.610 0.000
C -2.295 -0.617 1.549 -0.001
C 0.635 1.146 0.710 -0.002
C 1.073 -0.165 0.889 0.003
C 2.415 -0.373 1.144 0.000
C 3.289 0.712 1.236 0.000
C 2.833 2.010 1.069 0.001
C 1.490 2.241 0.793 -0.003
H -2.062 2.583 2.747 0.000
H -3.249 1.526 4.642 0.000
H -3.838 -0.866 4.547 0.000
H -3.264 -2.224 2.570 0.000
H -2.050 -1.203 0.674 0.000
H 0.385 -1.002 0.860 0.000
H 2.785 -1.378 1.292 0.000
H 4.335 0.538 1.446 0.000
H 3.515 2.845 1.150 0.000
H 1.121 3.249 0.651 0.000



9.
8
Properties=species:S:1:pos:R:3:mulliken_spin:R:1 method="wB97M-V/def2-TZVPD" multiplicity=6 total_energy_ha=-375.498152 charge=+2 s_squared=8.776
O -1.280 -0.626 1.314 0.879
C -0.507 0.331 0.690 -0.002
C 0.236 -0.255 -0.466 0.770
C 1.178 0.190 -1.278 0.112
O 2.011 0.464 -2.028 0.355
Rh -0.756 -2.067 0.272 2.723
H 0.221 0.839 1.359 0.070
H -1.103 1.125 0.137 0.095



10.
18
Properties=species:S:1:pos:R:3:nbo_charge:R:1 method="wB97M-V/def2-TZVPD" total_energy_ha=-762.153597 smiles=CS[C@@]1(C#N)CCCO1
C -1.565 0.495 -1.366 0.219
C -0.167 -0.721 1.839 -0.437
C -1.309 -0.781 0.825 -0.447
C 0.447 0.666 1.589 -0.076
C -0.781 0.155 -0.237 0.251
C 1.593 0.265 -2.220 -0.749
N -2.196 0.739 -2.290 -0.261
O -0.094 1.154 0.361 -0.484
S 0.791 -1.055 -1.285 -0.009
H -0.504 -0.840 2.867 0.225
H 0.560 -1.500 1.613 0.232
H -1.516 -1.779 0.451 0.246
H -2.228 -0.348 1.236 0.224
H 0.195 1.395 2.363 0.194
H 1.536 0.615 1.489 0.198
H 2.407 0.686 -1.634 0.213
H 0.859 1.030 -2.461 0.229
H 1.972 -0.177 -3.138 0.233



11.
53
Properties=species:S:1:pos:R:3:nbo_charge:R:1 method="wB97M-V/def2-TZVPD" total_energy_ha=-6481.139264 charge=+1
C 0.946 -0.217 -1.524 -0.671
C 0.790 0.735 -2.694 -0.044
Br -0.858 1.626 -2.862 0.177
C 1.780 0.930 -3.563 -0.053
Br 1.662 2.060 -5.057 0.178
N 3.017 0.203 -3.332 -0.098
C 3.090 -1.035 -3.804 0.082
C 4.255 -1.772 -3.571 0.038
C 4.417 -3.195 -4.052 -0.520
C 3.396 -3.616 -5.094 0.107
N 2.298 -4.158 -4.786 -0.541
C 5.261 -1.153 -2.852 -0.134
C 5.050 0.171 -2.444 0.046
N 3.950 0.853 -2.676 -0.123
H 1.116 -1.231 -1.901 0.223
H 1.854 0.055 -0.982 0.237
H 0.075 -0.263 -0.880 0.279
H 2.245 -1.455 -4.333 0.276
H 5.444 -3.358 -4.384 0.257
H 4.283 -3.846 -3.180 0.255
H 3.592 -3.481 -6.158 0.200
H 2.212 -4.250 -3.770 0.323
H 6.179 -1.673 -2.614 0.259
H 5.837 0.683 -1.905 0.246
O -0.822 -0.475 1.905 -0.994
P -2.032 0.397 2.150 2.284
N -1.288 1.936 2.001 -0.791
C -1.608 3.145 2.727 -0.409
C -0.922 2.235 0.631 -0.414
N -2.311 -0.075 3.813 -0.813
C -1.709 0.681 4.905 -0.410
C -2.060 -1.500 4.046 -0.400
N -3.685 1.008 1.973 -0.742
C -4.529 1.353 3.103 -0.403
C -4.456 0.141 1.054 -0.425
H -2.534 3.625 2.378 0.177
H -0.797 3.865 2.600 0.203
H -1.677 2.978 3.798 0.209
H -1.800 2.530 0.034 0.170
H -0.474 1.364 0.158 0.196
H -0.185 3.039 0.580 0.203
H -0.637 0.863 4.758 0.185
H -1.840 0.141 5.844 0.207
H -2.223 1.629 5.069 0.188
H -0.994 -1.721 4.170 0.184
H -2.430 -2.103 3.216 0.199
H -2.587 -1.824 4.945 0.196
H -4.774 0.499 3.740 0.202
H -5.464 1.762 2.712 0.208
H -4.093 2.142 3.713 0.205
H -4.670 -0.840 1.496 0.180
H -3.890 -0.020 0.130 0.194
H -5.397 0.610 0.767 0.208



12.
22
Properties=species:S:1:pos:R:3:nbo_charge:R:1 method="wB97M-V/def2-TZVPD" total_energy_ha=-366.623676 smiles=CC[C@H](C)N.O.O
C 1.387 -1.820 -0.524 -0.615
C 0.788 -0.411 -0.464 -0.047
C 1.874 0.617 -0.053 -0.411
C 1.488 1.434 1.157 -0.601
N 0.260 -0.086 -1.777 -0.845
H 0.687 -2.621 -0.516 0.202
H 1.918 -1.864 -1.483 0.213
H 2.143 -1.955 0.248 0.210
H 0.021 -0.427 0.315 0.155
H 2.821 0.093 0.008 0.203
H 2.004 1.304 -0.891 0.211
H 0.726 2.173 0.892 0.184
H 1.023 0.830 1.936 0.205
H 2.301 1.997 1.620 0.213
H -0.290 -0.832 -2.181 0.363
H -0.309 0.750 -1.774 0.357
H -2.493 -0.296 0.149 0.489
H -2.021 -1.723 -0.031 0.460
O -2.802 -1.168 -0.143 -0.955
H -2.727 1.396 2.071 0.483
H -1.683 2.093 1.196 0.479
O -2.092 1.239 1.364 -0.953



13.
10
Properties=species:S:1:pos:R:3:nbo_charge:R:1 method="wB97M-V/def2-TZVPD" total_energy_ha=-247.213618
C 1.044 -0.727 -0.202 -0.230
O -0.274 -1.143 -0.353 -0.515
C -1.147 -0.087 -0.159 -0.162
C -0.624 0.935 0.760 0.234
N -0.393 1.896 1.392 -0.298
H 1.851 -1.354 -0.580 0.211
H 1.363 -0.496 0.831 0.183
H 1.137 0.570 -0.802 0.124
H -2.050 -0.514 0.285 0.234
H -1.425 0.424 -1.094 0.219



14.
13
Properties=species:S:1:pos:R:3:nbo_charge:R:1 method="wB97M-V/def2-TZVPD" total_energy_ha=-249.411134 smiles="C=C1C=CCN1"
C -0.832 1.697 0.382 -0.492
C -0.165 0.570 0.639 0.150
C -0.730 -0.788 0.833 -0.229
C -0.093 -1.566 -0.045 -0.172
C 0.916 -0.699 -0.776 -0.262
N 1.177 0.336 0.239 -0.594
H -0.314 2.543 -0.062 0.197
H 0.392 -0.187 -1.609 0.182
H -1.906 1.765 0.502 0.208
H -1.550 -1.041 1.497 0.227
H -0.289 -2.608 -0.271 0.218
H 1.809 -1.193 -1.161 0.206
H 1.586 1.171 -0.168 0.361



15.
13
Properties=species:S:1:pos:R:3:nbo_charge:R:1 method="wB97M-V/def2-TZVPD" total_energy_ha=-1126.787843 smiles="OC(C=S)(C=S)CF"
C 0.525 -0.159 0.289 0.002
C 2.005 -0.443 0.494 0.058
C -0.317 -1.360 -0.318 -0.249
C 0.302 1.069 -0.488 -0.288
H -0.758 0.498 1.756 0.508
H 2.155 -1.376 1.042 0.203
H 2.599 0.500 0.878 0.212
H 0.439 -2.125 -0.887 0.237
H 1.154 1.371 -1.225 0.225
O 0.189 0.110 1.621 -0.720
F 2.423 -0.785 -0.857 -0.399
S -1.995 -1.471 -0.162 0.094
S -0.754 2.264 -0.256 0.117



16.
24
Properties=species:S:1:pos:R:3:nbo_charge:R:1 method="wB97M-V/def2-TZVPD" total_energy_ha=-497.029813 smiles="CNC(C)=O.CNC(C)=O"
C 0.749 2.316 0.729 -0.707
C 2.516 -0.962 1.408 -0.426
C 1.879 1.352 0.886 0.662
O 3.046 1.689 0.811 -0.619
N 1.508 0.054 1.124 -0.615
H 0.716 2.830 -0.237 0.246
H 0.559 -0.048 1.440 0.383
H 2.247 -1.513 2.310 0.199
H -0.216 1.832 0.868 0.187
H 0.817 3.159 1.416 0.248
H 2.520 -1.665 0.579 0.199
H 3.445 -0.407 1.461 0.245
C -2.416 -1.189 0.594 -0.423
C -0.860 -0.175 -2.703 -0.709
C -1.611 -0.989 -1.681 0.675
O -1.852 -2.163 -1.879 -0.614
N -1.958 -0.354 -0.517 -0.622
H -1.351 0.407 -0.250 0.378
H -1.593 -1.752 1.025 0.186
H -0.181 -0.848 -3.221 0.243
H -2.925 -0.558 1.322 0.201
H -3.155 -1.876 0.218 0.233
H -1.599 0.197 -3.399 0.239
H -0.284 0.663 -2.307 0.211



17.
14
Properties=species:S:1:pos:R:3:nbo_charge:R:1 method="wB97M-V/def2-TZVPD" total_energy_ha=-324.553948
C 0.574 1.540 1.113 -0.577
C -0.402 0.971 0.046 -0.152
C -0.818 1.971 -0.777 0.021
O 0.389 -0.872 -1.925 -0.609
C -0.124 -1.273 -0.886 0.608
N -0.207 -2.610 -0.577 -0.823
C -0.512 -0.383 0.204 -0.285
H 0.429 1.007 2.055 0.220
H 0.537 2.613 1.281 0.217
H 1.556 1.258 0.715 0.228
H -0.130 2.693 -1.221 0.166
H 0.011 -3.241 -1.332 0.399
H -0.902 -2.908 0.089 0.387
H -0.401 -0.766 1.215 0.199



18.
49
Properties=species:S:1:pos:R:3:nbo_charge:R:1 method="wB97M-V/def2-TZVPD" total_energy_ha=-1734.729924 charge=-1
C 0.004 1.653 3.713 -0.242
O 0.664 2.539 2.841 -0.556
C -0.026 2.790 1.619 -0.055
C 0.865 2.462 0.433 -0.425
C 0.833 0.968 0.107 -0.414
C 2.009 0.492 -0.754 -0.450
C 3.089 -0.349 -0.057 -0.071
O 2.689 -0.888 1.230 -0.714
S 2.207 -2.422 1.200 1.743
O 3.041 -3.122 2.150 -0.941
O 0.794 -2.161 1.956 -0.720
C -0.335 -2.868 1.395 -0.071
C -1.301 -1.930 0.679 -0.441
C -2.769 -2.231 0.992 -0.211
C -3.668 -1.522 -0.015 -0.600
C -3.121 -1.806 2.419 -0.609
H -1.038 1.950 3.885 0.154
H 0.019 0.623 3.333 0.171
H 0.531 1.677 4.667 0.185
H -0.346 3.838 1.606 0.172
H -0.932 2.171 1.581 0.158
H 0.568 3.046 -0.441 0.235
H 1.885 2.749 0.705 0.201
H 0.801 0.414 1.047 0.209
H -0.091 0.750 -0.431 0.223
H 1.634 -0.037 -1.629 0.230
H 2.510 1.380 -1.149 0.221
H 3.401 -1.178 -0.696 0.182
H 3.978 0.242 0.159 0.192
H 0.034 -3.646 0.721 0.182
H -0.816 -3.357 2.243 0.184
H -1.134 -1.965 -0.400 0.222
H -1.079 -0.913 1.007 0.224
H -2.925 -3.314 0.909 0.186
H -3.510 -0.441 0.046 0.208
H -3.431 -1.819 -1.037 0.217
H -4.723 -1.727 0.176 0.200
H -2.736 -0.803 2.621 0.205
H -4.203 -1.782 2.564 0.205
H -2.704 -2.479 3.171 0.204
B 1.578 1.265 -6.035 1.261
O 1.612 2.495 -5.165 -0.660
C 0.907 2.306 -4.078 0.679
O 0.750 3.081 -3.170 -0.603
C 0.311 0.876 -4.139 0.679
O -0.383 0.383 -3.289 -0.609
O 0.714 0.312 -5.248 -0.659
F 2.851 0.747 -6.183 -0.541
F 0.994 1.551 -7.254 -0.541



19.
16
Properties=species:S:1:pos:R:3:nbo_charge:R:1 method="wB97M-V/def2-TZVPD" total_energy_ha=-159.536375 smiles=CC.CC
C -2.211 -0.933 -0.894 -0.620
C -1.153 -0.381 -1.820 -0.628
H -3.094 -0.299 -0.689 0.208
H -2.703 -1.859 -1.335 0.206
H -1.840 -1.078 0.114 0.207
H -1.159 -0.992 -2.703 0.207
H -1.443 0.617 -2.136 0.210
H -0.098 -0.478 -1.547 0.211
C 1.145 0.359 1.876 -0.640
C 2.288 0.897 0.849 -0.606
H 0.491 1.246 2.176 0.203
H 0.491 -0.329 1.349 0.218
H 1.543 0.285 2.940 0.219
H 1.630 0.993 -0.117 0.202
H 3.155 0.335 0.857 0.203
H 2.611 1.907 1.026 0.201